(1)
The following is a quantum chemistry calculation of a single C4H6N3OP molecule at a distorted geometry, from the Open Molecules 2025 dataset.

As for the gap between HOMO and LUMO (alpha / beta): 0.302 / 0.302 Eh. The calculation puts the LUMO energy (alpha / beta) at -1.263 / -1.263 eV. Its net charge is 0. The energy above the lowest of the compared OMol25 structures with the same formula, charge and spin comes out at 2.221 eV.

Positions of all 15 atoms, in Å:
1 C 3.331 0.911 -0.161
2 C 2.602 -1.070 0.247
3 C -1.984 0.196 0.178
4 C -0.411 -0.152 0.148
5 N 4.355 0.146 -0.067
6 N 3.863 -1.129 0.148
7 N 2.196 0.250 0.000
8 O 0.872 2.423 -0.358
9 P 0.776 1.117 0.222
10 H 3.201 1.912 -0.329
11 H 1.957 -1.883 0.104
12 H -2.169 1.185 0.359
13 H -2.626 -0.194 -0.671
14 H -2.299 -0.481 1.016
15 H -0.118 -0.905 0.797

---

(2)
The following is a quantum chemistry calculation of 2 unconnected molecules or ions with the total composition C4H6N3S2 at a distorted geometry, from the Open Molecules 2025 dataset.

As for the gap between HOMO and LUMO (alpha / beta): 0.159 / 0.161 Eh. The calculation puts the LUMO energy (alpha / beta) at 0.823 / 0.877 eV. Its net charge is -1. The energy above the lowest of the compared OMol25 structures with the same formula, charge and spin comes out at 2.612 eV.

Positions of all 15 atoms, in Å:
1 C -0.070 -0.591 0.865
2 C -0.104 1.097 -0.510
3 C 0.279 -1.806 1.589
4 C 0.139 2.060 -1.592
5 N -1.270 -0.061 0.899
6 N 0.695 0.103 -0.002
7 N -1.268 1.020 0.060
8 S 2.418 -0.217 -0.450
9 S -2.444 -2.364 -0.756
10 H 0.963 -1.385 2.262
11 H -0.692 -1.984 2.086
12 H 0.655 -2.682 1.107
13 H 0.003 3.164 -1.290
14 H 1.124 2.038 -1.880
15 H -0.427 1.607 -2.389

---

(3)
The following is a quantum chemistry calculation of a single C4H6N4 molecule at a distorted geometry, from the Open Molecules 2025 dataset.

As for the gap between HOMO and LUMO: 0.281 Eh. The calculation puts the LUMO energy at 0.383 eV. Its net charge is 0. As for the SMILES: [H]/N=N/c1cc(N)c[nH]1. The energy above the lowest of the compared OMol25 structures with the same formula, charge and spin comes out at 5.139 eV.

Positions of all 14 atoms, in Å:
1 C -1.303 0.002 -0.123
2 C -0.785 1.272 -0.074
3 C 0.897 -0.243 -0.174
4 C -0.216 -1.049 -0.013
5 H -3.267 0.036 0.696
6 H -2.593 -1.659 -0.123
7 H -1.463 2.071 0.349
8 H 1.103 1.959 -0.158
9 H 0.035 -2.206 0.095
10 H 4.177 -0.312 -0.136
11 N -2.561 -0.482 -0.129
12 N 0.530 1.219 -0.186
13 N 2.309 -0.753 -0.140
14 N 3.137 0.146 0.115

---

(4)
The following is a quantum chemistry calculation of a single C4H6N4 molecule at a distorted geometry, from the Open Molecules 2025 dataset.

As for the gap between HOMO and LUMO: 0.265 Eh. The calculation puts the LUMO energy at 0.224 eV. Its net charge is 0. The energy above the lowest of the compared OMol25 structures with the same formula, charge and spin comes out at 5.713 eV.

Positions of all 14 atoms, in Å:
1 C 0.234 -0.788 -1.294
2 C 0.863 -0.570 -0.042
3 C -0.385 0.245 -2.008
4 C -0.328 1.422 -0.096
5 N -0.588 1.357 -1.351
6 N 0.736 -1.428 0.910
7 N -0.828 1.604 1.002
8 N -0.692 1.324 2.228
9 H 0.118 -1.873 -1.511
10 H 1.301 0.397 0.051
11 H -0.866 0.206 -2.958
12 H 1.200 -1.246 1.736
13 H 0.542 -2.397 0.491
14 H -1.308 1.747 2.841

---

(5)
The following is a quantum chemistry calculation of a single C4H6N4 molecule at a distorted geometry, from the Open Molecules 2025 dataset.

As for the gap between HOMO and LUMO: 0.355 Eh. The calculation puts the LUMO energy at 0.697 eV. Its net charge is 0. As for the SMILES: [H]/N=C1/NC(=C)/C(=N\[H])N1. The energy above the lowest of the compared OMol25 structures with the same formula, charge and spin comes out at 1.395 eV.

Positions of all 14 atoms, in Å:
1 C 1.410 -0.266 -1.936
2 C 0.735 -0.044 -0.826
3 C -0.317 0.934 1.038
4 C -0.274 -0.969 -0.250
5 H 1.548 -1.237 -2.508
6 H 2.012 0.522 -2.481
7 H 0.990 1.983 -0.200
8 H -0.939 1.772 2.683
9 H -1.557 -0.833 1.347
10 H -0.137 -2.544 -1.335
11 N 0.439 1.118 -0.114
12 N -0.659 1.870 1.762
13 N -0.763 -0.492 0.948
14 N -0.622 -2.151 -0.547

---

(6)
The following is a quantum chemistry calculation of a single C4H6N4O2 molecule, from the Open Molecules 2025 dataset.

As for the gap between HOMO and LUMO: 0.391 Eh. The calculation puts the LUMO energy at 0.612 eV. Its net charge is 0. As for the SMILES: O=C1N[C@H]2NC(=O)N[C@H]2N1. The energy above the lowest of the compared OMol25 structures with the same formula, charge and spin comes out at 0.000 eV.

Positions of all 16 atoms, in Å:
1 C -1.859 -0.005 -0.521
2 C -0.004 0.785 0.708
3 C 1.858 0.001 -0.517
4 C 0.000 -0.787 0.714
5 H -1.456 2.018 -0.324
6 H 0.011 1.218 1.709
7 H 1.440 2.027 -0.329
8 H 1.444 -2.018 -0.340
9 H 0.001 -1.201 1.729
10 H -1.416 -2.020 -0.363
11 N -1.238 1.099 0.029
12 N 1.210 1.108 0.003
13 N 1.227 -1.104 0.025
14 N -1.227 -1.111 0.026
15 O -2.802 -0.007 -1.281
16 O 2.811 -0.003 -1.268